# C37H57Br2ClFNO13P

6 unconnected molecules or ions with the total composition C37H57Br2ClFNO13P in a non-equilibrium geometry (wB97M-V/def2-TZVPD, the OMol25 dataset).

## Properties
Strongest force on any atom in Eh/bohr: 0.0632
Total charge: +1
Frontier orbital gap in Eh: 0.33469
Highest occupied orbital energy in Ha: -0.40453

XYZ file:
```
113
Properties=species:S:1:pos:R:3:forces:R:3:lowdin_charge:R:1
H 1.674 7.384 1.004 -0.04 0.02 -0.20 0.126
O 0.956 4.366 1.687 0.02 -0.03 -0.05 0.023
H -1.044 0.271 -2.330 -0.24 -0.02 -0.11 0.078
C 3.097 -2.653 6.297 0.05 -0.10 -0.28 -0.485
H -5.964 -0.313 0.255 -0.02 0.02 -0.05 0.101
C 0.741 1.736 -0.623 -0.39 -0.03 -0.96 -0.236
H 5.534 -0.740 1.105 0.06 0.00 -0.02 0.071
C -4.021 -1.077 -0.417 -0.19 -0.09 0.09 -0.137
H -4.525 2.039 0.549 -0.01 0.17 -0.16 0.136
H 4.739 -1.408 -0.289 -0.11 0.06 -0.20 0.086
H 5.737 -1.582 6.373 -0.02 -0.01 -0.02 0.125
H -10.543 -0.685 0.440 0.07 0.09 0.09 0.127
H 0.204 -2.892 -7.808 0.08 0.15 -0.09 0.087
H -0.103 -1.428 6.588 0.08 0.10 0.01 0.097
H 2.376 0.784 -4.520 -0.05 0.05 0.09 0.103
Cl -2.452 -1.479 -4.046 -0.09 -0.18 0.01 0.713
H -4.661 -0.172 1.430 0.00 -0.03 0.00 0.123
O -7.326 1.552 -1.101 -0.07 0.00 0.03 0.108
H 5.225 -2.068 -5.709 0.07 0.02 -0.05 0.134
H 1.413 0.018 5.325 0.01 -0.03 -0.06 0.100
H -10.913 0.199 -1.756 -0.02 -0.01 0.02 0.121
H 6.132 -3.999 6.499 0.01 0.06 -0.03 0.117
H 3.620 -0.384 -1.907 0.08 -0.01 0.52 0.114
O -1.097 0.233 -5.443 -0.04 0.10 -0.45 0.090
H -0.061 1.693 -1.344 -0.10 0.09 0.01 0.009
C 0.349 0.196 5.169 -0.46 -0.01 0.22 -0.105
H -9.019 0.760 -3.094 0.20 0.00 -0.07 0.127
H 2.696 3.627 -2.123 0.24 -0.02 0.28 0.034
H 3.970 -1.379 -6.728 -0.11 0.17 0.02 0.131
H -0.149 -0.824 -0.782 -0.16 -0.44 0.45 0.091
C 4.703 -0.581 0.422 0.24 0.00 0.44 -0.130
O 1.946 -2.501 6.007 -0.03 0.05 0.07 0.110
H -4.453 -1.347 -1.383 0.02 0.04 -0.02 0.117
C -0.540 0.594 7.322 -0.03 -0.19 0.04 -0.139
H 4.451 -1.102 -3.746 0.11 0.21 0.14 0.112
C 4.002 -0.678 -4.648 0.00 0.07 -0.21 -0.156
O -2.797 -0.348 -0.659 0.02 -0.09 0.03 -0.013
C -8.832 0.046 -2.298 -0.42 0.03 0.20 -0.068
C 2.243 -0.894 0.684 -0.42 0.39 0.29 -0.670
C 0.574 -1.081 -2.799 -0.62 0.43 0.76 -0.161
H -1.509 -0.651 5.859 -0.02 0.03 0.02 0.119
Br 3.599 -0.082 3.004 0.08 0.07 0.09 0.832
H -5.023 1.523 -1.078 -0.03 0.09 0.01 0.117
O 2.461 -3.246 -6.419 -0.07 0.85 0.23 0.006
C -0.501 -0.478 6.242 -0.01 -0.02 -0.05 -0.147
H 0.356 4.520 3.659 0.02 -0.07 -0.18 0.095
C 0.543 6.468 2.652 0.01 0.00 -0.19 -0.140
H 4.864 0.388 -0.050 -0.01 0.02 -0.18 0.069
H 2.591 -2.161 -0.935 -0.28 -0.20 -0.23 0.171
H 1.433 6.633 3.260 -0.01 -0.01 0.03 0.120
H 4.581 0.185 -4.969 0.11 0.09 0.24 0.119
C 2.038 -0.835 -3.068 0.19 -1.60 -0.74 -0.258
C 5.169 -2.132 7.127 0.16 -0.09 0.03 -0.146
C 1.134 -3.619 -6.014 -0.71 -0.63 -0.39 -0.206
H 0.949 -4.651 -6.306 0.23 -0.12 0.11 0.128
H 0.332 -1.689 -6.499 -0.18 0.11 -0.15 0.054
C 0.890 6.652 1.172 0.13 -0.06 0.46 -0.066
H 1.011 -3.561 -4.933 0.30 0.04 0.10 0.109
C -9.711 -0.768 -0.254 -0.13 -0.09 -0.07 -0.145
F 0.301 -2.801 -1.158 -0.23 0.25 0.36 0.031
H 4.965 -4.165 7.808 0.01 0.01 0.02 0.120
O 3.786 -1.744 7.023 -0.02 0.02 0.01 0.023
C -10.114 -0.541 -1.705 0.08 0.03 -0.08 -0.147
H 0.072 -0.091 4.157 0.19 0.13 0.11 0.035
N 2.613 -0.276 -1.795 -1.13 0.34 -1.11 -0.122
C -0.387 0.071 -3.174 0.42 0.05 0.71 -0.135
H 0.501 1.086 0.211 0.16 0.00 0.08 0.003
C 3.343 -2.957 -5.444 0.14 -0.72 -0.03 -0.498
H 0.322 0.540 7.991 0.03 0.01 -0.03 0.129
H -0.239 7.131 3.014 -0.05 -0.03 -0.03 0.118
C -8.204 0.736 -1.102 0.11 -0.04 -0.21 -0.487
H 0.015 6.905 0.570 0.03 0.02 -0.07 0.133
H 3.495 -4.751 6.026 -0.11 0.02 -0.19 0.127
C 2.770 2.646 -2.594 -1.39 -0.66 -0.97 -0.249
C -4.464 1.243 -0.187 0.18 -0.43 0.33 -0.062
H 5.536 -1.858 8.112 -0.11 0.09 0.02 0.127
C 0.136 -2.733 -6.735 0.31 -0.17 0.11 -0.055
O 1.973 4.933 -0.200 0.12 -0.05 -0.22 0.084
H -10.462 -1.446 -2.198 0.04 -0.04 0.03 0.118
H 0.189 -1.977 -3.280 0.40 -0.16 -0.24 0.132
H -8.147 -0.728 -2.649 0.04 0.04 -0.04 0.130
C 4.185 -1.742 -5.726 0.26 -0.34 -0.35 -0.085
H 0.166 0.988 -3.368 -0.04 0.05 -0.23 0.117
C 0.582 -1.454 -1.278 0.23 0.25 -1.10 -0.265
O -0.484 1.849 6.613 -0.02 0.04 -0.04 0.036
Br 0.692 -1.012 1.775 0.20 -0.16 -0.15 0.909
C 2.019 -1.243 -0.772 0.84 -0.04 0.19 -0.232
H -0.877 -2.999 -6.436 -0.05 0.08 0.12 0.075
C 2.535 -0.283 -4.391 -0.07 0.09 0.04 -0.100
C 0.061 1.669 5.392 0.23 -0.23 0.04 -0.467
C -3.029 0.983 -0.574 -0.10 0.24 -0.11 -0.459
H -3.783 -1.987 0.129 0.15 0.01 -0.03 0.128
O -2.159 1.774 -0.823 -0.16 -0.07 0.00 0.099
C -4.902 -0.113 0.368 0.03 0.09 -0.03 -0.132
H -1.449 0.570 7.918 -0.02 0.15 -0.01 0.125
H 4.312 -3.666 4.871 -0.07 -0.03 -0.04 0.128
C 1.358 5.268 0.777 -0.17 -0.05 -0.02 -0.486
H 3.745 2.477 -3.039 0.19 0.04 0.18 0.046
C 5.180 -3.636 6.879 -0.07 -0.04 -0.09 -0.147
O 0.287 2.581 4.646 -0.09 0.03 0.03 0.106
C -1.212 -0.246 -4.373 0.05 0.14 0.09 -0.779
H 2.428 -1.863 -3.078 0.23 0.04 0.11 0.143
C 0.148 4.995 2.705 -0.05 0.23 0.37 -0.139
O -8.759 0.275 0.038 -0.02 -0.05 0.05 0.025
H 1.911 -0.772 -5.142 -0.12 0.10 -0.08 0.118
H 2.014 2.634 -3.384 0.09 0.13 -0.14 0.036
C 3.428 -0.567 1.204 -0.32 -0.43 -0.28 -0.788
H -9.221 -1.731 -0.103 0.02 0.00 -0.01 0.126
H -0.902 4.835 2.455 -0.01 0.01 -0.07 0.132
C 4.009 -3.801 5.910 0.23 0.01 0.45 -0.068
P 2.406 1.482 -1.249 1.97 1.06 2.36 1.038
H 0.766 2.758 -0.240 0.24 0.04 0.06 0.044
O 3.459 -3.625 -4.445 -0.30 0.42 0.21 0.122
```
Forces are in eV/Å.